The following is a quantum chemistry calculation of a 11-piece molecular cluster, C5H30NO12 overall in a non-equilibrium geometry, from the OMol25 dataset.

Atoms and positions in Å:
C  -1.01006  -0.68742  0.63992
C  -0.74914  -0.33892  -0.82418
N  -0.02416  -1.21980  -1.77780
C  0.14231  -0.49765  -3.04311
C  -0.63812  -2.50880  -1.90608
C  0.18834  -3.54039  -1.00448
O  -0.24396  -3.72416  0.16224
O  1.12657  -4.09046  -1.53479
H  -2.06061  -0.88887  0.83465
H  -0.44903  -1.52893  0.99582
H  -0.79514  0.13016  1.32242
H  -0.04525  0.47831  -0.68729
H  -1.68143  -0.00309  -1.27897
H  0.67214  -1.22007  -3.67125
H  -0.77592  -0.07340  -3.42376
H  0.98849  0.17813  -2.91291
H  -1.70262  -2.59780  -1.70502
H  -0.43146  -2.85052  -2.91500
H  3.05647  0.04233  0.97186
H  4.18195  0.88593  1.59110
O  3.34462  0.97881  1.15944
H  -0.14666  2.83681  2.81869
H  -1.07496  3.28064  4.02686
O  -1.08038  2.84101  3.16673
H  -2.79674  -4.34892  1.11169
H  -1.93105  -3.32909  0.50720
O  -2.82080  -3.38651  0.92093
H  -2.89764  2.55651  -0.51832
H  -2.00611  3.47957  0.36746
O  -2.09173  3.12728  -0.53617
H  0.97899  -3.28282  1.16261
H  1.36117  -3.65754  2.62569
O  1.73890  -3.30944  1.80046
H  2.09136  2.05094  2.10254
H  1.72651  3.39017  1.42991
O  1.52208  2.82581  2.20496
H  -0.62640  3.38918  -1.40196
H  0.40793  4.27348  -2.16216
O  0.21488  3.37855  -1.91260
H  -3.94076  0.64338  0.51997
H  -3.56235  1.91903  1.11078
O  -4.07223  1.57819  0.36052
H  2.65418  -1.51951  -0.29972
H  2.86495  -2.27548  1.03523
O  3.25128  -1.57851  0.45632
H  2.72808  2.10531  -0.19705
H  1.77313  3.12794  -1.06148
O  2.64036  2.96061  -0.63186

Forces on the atoms, in the same order (eV/Å):
-0.74 -0.59 0.22
1.56 1.24 1.22
-3.88 -0.78 0.78
3.07 -1.24 0.29
1.48 1.03 -1.76
0.45 -2.15 2.03
-0.61 0.96 -0.91
0.10 0.73 -1.08
-0.10 -0.47 -0.15
0.24 -0.41 0.12
0.36 0.38 -0.34
-0.32 0.67 -0.76
0.16 0.12 -0.33
-0.87 -0.05 -0.67
-0.07 0.07 -0.11
-0.71 0.93 0.19
0.00 0.13 0.73
-0.20 -0.18 -0.06
0.66 0.47 0.22
0.78 -0.03 0.26
-1.26 -0.56 -0.22
-0.61 0.07 0.51
0.20 -0.13 -0.34
0.34 0.01 -0.37
-0.48 0.80 0.05
-0.28 0.26 0.39
0.50 -1.09 -0.25
0.65 0.39 -0.12
0.01 -0.17 -0.40
-0.37 0.06 0.52
0.47 -0.52 0.67
0.32 0.23 -0.46
-0.56 -0.02 0.31
0.21 -0.06 -0.22
0.06 -0.57 0.41
-0.30 0.70 -0.26
0.24 -0.06 -0.30
-0.03 0.69 -0.25
-0.25 -0.60 0.25
-0.27 -0.63 -0.33
-0.29 0.31 0.13
0.29 0.04 0.58
0.17 -0.26 -0.05
0.05 0.21 -0.09
-0.29 -0.02 -0.07
-0.24 -0.04 -0.10
0.36 -0.85 0.39
-0.01 0.97 -0.25

Its strongest force on any atom is 4.04 eV Å⁻¹. As for the energy: -31730.4183 eV. As for the spin multiplicity: 2. The calculation puts the energy above the lowest of the compared OMol25 structures with the same formula, charge and spin at 0.0 kcal per mole. As for the expectation value of S²: 0.757. As for the lowest unoccupied orbital energy (spin up / spin down): 0.007 / -0.155 Ha.